(1)
120
Properties=species:S:1:pos:R:3 method="wB97M-V/def2-TZVPD" total_energy_ha=-6799.33428 gap_ev=5.18 fmax_ev_per_a=12.2 lumo_ev=-4.36 homo_energy_ev=-9.544 charge=+1
N -3.3545 2.2911 0.2309
C -2.8733 1.1593 -0.2438
O -2.4091 0.0101 -0.9627
C -1.6261 0.1485 -2.1339
N -1.5907 -1.3399 -2.5851
C -2.6011 -2.0395 -1.9761
O -3.7008 -2.7740 -1.6863
C -2.0809 0.8487 -3.5485
C -3.1679 2.0601 -3.4290
C -4.6625 1.3793 -3.0801
C -5.4980 2.6323 -2.3508
C -6.3854 2.4908 -0.9819
C -7.1481 3.7932 -0.2835
C -7.0325 5.3200 -0.9315
C -6.1567 5.4873 -2.3465
C -5.4013 4.1595 -3.0269
C -0.6649 1.0529 -4.4380
C -1.0247 2.1068 -5.6741
C -2.1908 1.6562 -6.7192
O -3.3639 1.0840 -6.4702
Br -1.8223 2.0134 -8.6957
C -0.2931 -0.2729 -5.3170
F 0.4303 -0.0012 -6.6166
F 0.5498 -1.3193 -4.7101
F -1.4763 -1.1189 -5.7408
N 0.3170 1.5517 -3.3394
C 0.1851 2.8246 -2.6629
C 0.2610 4.3323 -3.5832
C 1.3140 5.5329 -2.8821
O 1.6044 4.6951 -4.2759
P 2.0917 1.6008 -3.7626
N 2.9122 0.0445 -3.6689
O 2.2907 2.0096 -5.4867
C -0.0097 0.6258 -2.1170
C 0.7638 0.6980 -0.6910
F 0.3565 -0.6325 -0.0641
F 2.2631 0.4742 -0.7773
C 0.5494 1.7677 0.4409
F 1.8845 2.4247 0.7371
F -0.3868 2.8765 0.3553
F 0.2320 1.0789 1.7531
H -2.8205 -0.0073 -3.9405
H -2.9830 2.8307 -2.5674
H -3.3905 2.6692 -4.3993
H -4.5736 0.4551 -2.3604
H -5.2554 1.1298 -4.0649
H -6.5198 1.4652 -0.4342
H -7.8018 3.7213 0.7035
H -7.5195 6.2823 -0.4684
H -6.0245 6.5419 -2.8901
H -4.7794 4.3151 -4.0173
H -0.0996 2.4431 -6.3068
H -1.4747 3.1429 -5.2833
H -0.8521 2.9634 -2.1468
H 1.1132 3.0793 -1.9556
H -0.8214 4.7743 -4.0637
H 1.9221 6.3319 -3.4574
H 0.3410 6.2277 -2.9108
H 3.1580 -0.3449 -4.6187
H 2.4923 -0.6641 -3.0453
H 2.9694 2.7720 -5.4349
H 0.4388 -0.4471 -2.4329
O 7.6813 -1.6956 0.6406
P 6.4292 -2.2238 1.3828
N 5.5836 -0.7738 1.0425
C 4.7495 0.0460 1.8994
C 5.1575 -0.6330 -0.3521
N 7.2480 -2.1055 2.9098
C 7.2113 -0.9007 3.7326
C 8.6625 -2.5333 2.8727
N 4.9899 -2.8311 2.2359
C 3.8559 -3.2303 1.4122
C 4.6949 -2.8710 3.6535
H 3.8044 -0.4302 2.1693
H 4.4936 0.9965 1.4146
H 5.2537 0.3606 2.8072
H 4.2828 -1.2534 -0.5655
H 5.9555 -0.9310 -1.0406
H 4.9114 0.4038 -0.6095
H 7.5417 -0.0157 3.1824
H 7.8471 -1.0003 4.6208
H 6.2211 -0.7294 4.1452
H 9.3236 -1.7525 2.4577
H 8.7777 -3.4455 2.2702
H 9.0242 -2.7774 3.8799
H 3.1496 -2.4090 1.2730
H 3.3044 -4.0715 1.8416
H 4.1975 -3.5588 0.4236
H 4.3527 -1.9004 4.0221
H 5.5452 -3.2094 4.2524
H 3.8987 -3.5897 3.8845
O -2.7650 -0.5079 5.2818
P -1.9477 -1.5612 4.4943
N -3.1824 -1.6738 3.3125
C -3.7682 -2.8392 2.6797
C -3.2679 -0.5208 2.4129
N -2.1981 -2.7363 5.7483
C -3.3381 -3.6475 5.7585
C -2.0981 -2.1900 7.1182
N -1.0083 -2.7721 3.5889
C -0.3920 -2.3310 2.3442
C -0.8593 -4.1951 3.8151
H -3.0850 -3.3538 2.0005
H -4.6523 -2.5691 2.0886
H -4.1590 -3.5579 3.3925
H -2.4750 -0.5435 1.6603
H -3.1771 0.4197 2.9668
H -4.2312 -0.4698 1.8919
H -4.2912 -3.1159 5.6957
H -3.3553 -4.2607 6.6678
H -3.2712 -4.3792 4.9582
H -3.0193 -1.6651 7.4262
H -1.2539 -1.4905 7.1978
H -1.9097 -2.9899 7.8459
H -1.0388 -2.5200 1.4848
H 0.5641 -2.8269 2.1538
H -0.1790 -1.2562 2.3821
H -1.7172 -4.7561 3.4350
H -0.7007 -4.4408 4.8689
H 0.0257 -4.5984 3.3074

(2)
23
Properties=species:S:1:pos:R:3 method="wB97M-V/def2-TZVPD" total_energy_ha=-727.63173 gap_ev=9.44 fmax_ev_per_a=3.1 lumo_ev=0.81 homo_energy_ev=-8.623 charge=0 smiles=CCNCCCS.O de_lowest_ev=1.469
C 1.3696 2.7814 -0.1014
C 0.5638 1.9989 0.9839
N -0.5395 1.1745 0.5989
C -0.3070 -0.1486 -0.0598
C 0.7988 -0.2556 -1.0453
C 1.1282 -1.6872 -1.4644
S 2.8901 -1.7575 -2.0918
H 0.8080 3.5567 -0.6216
H 2.0224 3.4305 0.4972
H 1.9473 2.1819 -0.7911
H 0.1992 2.7996 1.6491
H 1.2506 1.5001 1.6771
H -1.1824 1.7368 0.0534
H -1.3004 -0.4437 -0.4294
H -0.3411 -0.8150 0.8097
H 0.5044 0.2380 -1.9940
H 1.6824 0.3361 -0.8362
H 0.9955 -2.4511 -0.6979
H 0.4131 -2.0735 -2.1933
H 3.3586 -2.8072 -1.3903
O -5.1763 -3.4081 2.3474
H -5.3213 -2.5072 1.9880
H -5.7639 -3.3799 3.1117

(3)
20
Properties=species:S:1:pos:R:3 method="wB97M-V/def2-TZVPD" total_energy_ha=-419.58918 gap_ev=10.27 fmax_ev_per_a=1.8 lumo_ev=0.82 homo_energy_ev=-9.448 charge=0 smiles="CCC(=O)NCN.O" de_lowest_ev=1.614
C -0.0898 -1.3361 -1.2277
C -1.3272 -0.4215 -1.0835
C -1.3962 0.1307 0.3652
O -2.0681 -0.3364 1.2658
N -0.7235 1.3073 0.6085
C 0.1742 2.0313 -0.2650
N 1.5227 1.8657 0.3107
H 0.2011 -1.3784 -2.2755
H 0.6767 -0.8877 -0.6108
H -0.3937 -2.2895 -0.8009
H -1.4352 0.5125 -1.6352
H -2.2207 -1.0110 -1.2698
H -0.9202 1.7872 1.4777
H 0.1556 1.9213 -1.3589
H -0.0168 3.1035 -0.2372
H 1.6417 0.8826 0.5014
H 2.2885 2.2728 -0.2130
O 1.3626 -2.8814 1.7829
H 2.0095 -2.7174 2.4824
H 0.5587 -2.5554 2.1829

(4)
58
Properties=species:S:1:pos:R:3 method="wB97M-V/def2-TZVPD" total_energy_ha=-3056.85924 gap_ev=4.74 fmax_ev_per_a=0.8 lumo_ev=-8.34 homo_energy_ev=-13.081 charge=+2 de_lowest_ev=2.964
Pd -0.2333 -0.8659 -0.1720
Cl -1.2509 -6.5403 -3.6986
C -1.0146 -4.9374 -3.2193
C -0.8435 -4.6478 -1.9112
C -0.6512 -3.2851 -1.5218
N -0.4979 -2.8180 -0.3101
C -0.5640 -3.5960 0.8997
O -0.7080 -4.7813 0.9267
C -0.4774 -2.7288 2.1139
C -0.6347 -3.3155 3.3529
C -0.6439 -2.4990 4.4759
C -0.5017 -1.1357 4.3010
C -0.3266 -0.6260 3.0202
N -0.3017 -1.4018 1.9414
C -0.6541 -2.2100 -2.5785
C -0.8284 -2.5832 -3.9558
C -0.9974 -3.8830 -4.2654
Cl -1.1890 -4.3508 -5.8807
N -0.5058 -1.0076 -2.1007
C -0.6934 0.2452 -2.8560
O -1.0343 0.2378 -3.9971
C -0.4664 1.4263 -1.9755
C -0.8591 2.6333 -2.4547
C -0.8751 3.9004 -1.7500
C -0.7417 4.1065 -0.4318
C -0.6108 3.0036 0.5883
N 0.1527 1.0722 -0.8053
H -0.8512 -5.4298 -1.1708
H -0.7575 -4.3876 3.4151
H -0.7731 -2.9222 5.4627
H -0.5256 -0.4574 5.1422
H -0.1991 0.4296 2.8457
H -0.8162 -1.8307 -4.7258
H -1.1900 2.6390 -3.4849
H -1.0339 4.7756 -2.3699
H -0.7437 5.1237 -0.0597
H -0.3089 3.4537 1.5382
N 1.6924 2.8671 -0.3966
C 2.8056 2.4428 0.1020
C 4.1655 2.7873 -0.1451
C 5.0791 2.1077 0.5814
C 4.7489 1.0761 1.5731
C 3.4842 0.7306 1.8492
C 2.4348 1.4143 1.1164
N 1.1707 1.2733 1.1826
C 0.5360 2.0556 0.1318
C -1.9455 2.2923 0.7912
C -3.1020 2.9947 0.9497
S -4.4237 1.9388 1.1167
C -3.3638 0.6188 0.9578
N -2.1067 0.9263 0.7985
H 1.5637 3.5730 -1.1132
H 4.4430 3.5384 -0.8707
H 6.1291 2.3253 0.4294
H 5.5719 0.5947 2.0832
H 3.2274 -0.0272 2.5759
H -3.2349 4.0643 0.9653
H -3.7243 -0.3997 0.9930

(5)
8
Properties=species:S:1:pos:R:3 method="wB97M-V/def2-TZVPD" total_energy_ha=-1754.83004 gap_ev=9.81 fmax_ev_per_a=3.6 lumo_ev=-0.08 homo_energy_ev=-9.892 charge=0 de_lowest_ev=1.098
O -0.1607 -0.0276 -1.7676
O -0.7397 0.7156 0.8313
P -0.1778 -0.6654 0.7100
P -0.4183 1.4193 -1.3687
Cl 1.3089 2.2901 -1.1291
Cl -0.0085 -1.4609 2.4227
H 1.2324 -0.7431 0.3814
H -1.0362 -1.5281 -0.0801

(6)
10
Properties=species:S:1:pos:R:3 method="wB97M-V/def2-TZVPD" total_energy_ha=-375.59607 gap_ev=6.95 fmax_ev_per_a=2.8 lumo_ev=-8.07 homo_energy_ev=-15.019 charge=+1 de_lowest_ev=6.132
H 1.6685 -0.7496 2.3366
N 1.0618 -0.9036 1.4983
C 1.0213 -0.2110 0.4957
O 1.2497 0.8957 -0.1734
C 0.4129 -0.0590 -0.8495
C -1.0390 0.3895 -0.9443
N -1.5416 0.1539 0.1662
O -2.1507 0.1232 1.1148
H 0.9251 -0.3296 -1.7531
H -1.6079 0.6905 -1.8913

(7)
97
Properties=species:S:1:pos:R:3 method="wB97M-V/def2-TZVPD" total_energy_ha=-3540.27697 spin_multiplicity=3 gap_ev="6.82 / 7.88" fmax_ev_per_a=0.7 lumo_ev="-6.80 / -5.44" homo_energy_ev="-13.620 / -13.318" charge=+2 de_lowest_ev=0.157
V -0.2956 0.9256 -0.3961
C -1.3245 1.1839 4.5243
C -1.4537 1.9262 3.1920
C -2.8155 1.6336 2.5752
P -0.0315 1.5655 2.0545
C 1.3266 2.6871 2.6117
C 2.6723 2.2717 2.0302
C 1.4541 2.9783 4.1071
C 0.3233 -0.1980 2.3194
C 1.1378 -0.6839 3.3368
C 1.3342 -2.0458 3.5325
C 2.2243 -2.5506 4.6236
C 0.6894 -2.9307 2.6699
C -0.1100 -2.4806 1.6360
C -0.3035 -1.1134 1.4516
N -1.0040 -0.6046 0.3220
C -2.1320 -1.2695 -0.2182
C -2.8958 -2.1388 0.5602
C -3.9906 -2.7857 0.0155
C -4.3696 -2.5815 -1.3088
C -5.5598 -3.2796 -1.8888
C -3.6341 -1.6688 -2.0606
C -2.5237 -1.0029 -1.5484
P -1.7279 0.3983 -2.3955
C -1.6355 0.2895 -4.2499
C -0.4141 1.0293 -4.8043
C -1.7545 -1.1109 -4.8462
C -2.9493 1.7745 -2.1691
C -4.3773 1.4950 -2.6180
C -2.9180 2.1827 -0.7056
H -2.0581 1.5839 5.2231
H -0.3444 1.2740 4.9837
H -1.5369 0.1238 4.3890
H -1.3706 3.0046 3.3653
H -2.8474 0.6414 2.1163
H -3.0975 2.3788 1.8337
H -3.5730 1.6486 3.3582
H 1.0206 3.6234 2.1197
H 3.0375 1.3675 2.5179
H 3.4014 3.0619 2.2072
H 2.6296 2.0977 0.9516
H 1.8075 2.1104 4.6628
H 0.5286 3.3258 4.5604
H 2.1950 3.7660 4.2390
H 1.6210 0.0121 4.0092
H 2.3406 -1.8140 5.4167
H 3.2158 -2.7743 4.2259
H 1.8310 -3.4666 5.0615
H 0.8344 -3.9949 2.7998
H -0.5532 -3.1900 0.9517
H -2.6411 -2.3045 1.5960
H -4.5629 -3.4627 0.6357
H -5.6080 -4.3150 -1.5543
H -5.5317 -3.2721 -2.9768
H -6.4826 -2.7897 -1.5735
H -3.9542 -1.4656 -3.0757
H -2.5097 0.8785 -4.5466
H 0.4562 0.3817 -4.8721
H -0.1465 1.9186 -4.2272
H -0.6404 1.3543 -5.8188
H -1.0421 -1.8051 -4.3978
H -1.5322 -1.0585 -5.9120
H -2.7517 -1.5348 -4.7444
H -2.5283 2.5838 -2.7821
H -4.8337 0.7152 -2.0093
H -4.4382 1.1953 -3.6628
H -4.9792 2.3966 -2.5058
H -3.2626 1.3694 -0.0639
H -3.5540 3.0487 -0.5124
H -1.9180 2.5163 -0.3539
C 1.5081 -1.1595 -2.5891
P 1.8292 -0.1716 -1.0959
C 2.8009 -1.3131 -0.0672
C 2.6066 -2.6889 -0.1928
C 3.3772 -3.5776 0.5414
C 4.3492 -3.1037 1.4077
C 4.5506 -1.7377 1.5398
C 3.7817 -0.8470 0.8087
C 2.9299 1.1481 -1.6484
C 4.2960 0.9884 -1.8640
C 5.0490 2.0519 -2.3352
C 4.4484 3.2753 -2.5972
C 3.0856 3.4446 -2.3917
C 2.3365 2.3814 -1.9168
H 2.4008 -1.7224 -2.8667
H 1.2640 -0.4657 -3.3907
H 0.6730 -1.8452 -2.4424
H 1.8602 -3.0832 -0.8704
H 3.2245 -4.6413 0.4244
H 4.9622 -3.7987 1.9644
H 5.3225 -1.3630 2.1977
H 3.9783 0.2125 0.8909
H 4.7741 0.0385 -1.6635
H 6.1096 1.9251 -2.5002
H 5.0425 4.1000 -2.9639
H 2.6173 4.3968 -2.5977
H 1.2595 2.5297 -1.7693

(8)
109
Properties=species:S:1:pos:R:3 method="wB97M-V/def2-TZVPD" total_energy_ha=-2820.76876 gap_ev=7.58 fmax_ev_per_a=11.3 lumo_ev=4.44 homo_energy_ev=-3.140 charge=-2 de_lowest_ev=1.724
O 1.3474 2.8135 0.7154
H 0.5882 3.3880 0.4211
H 1.2557 2.1970 -0.1463
H 1.1117 2.0064 1.1937
P -0.0887 0.1782 0.0457
O -1.2526 0.9874 -0.0713
O 0.5044 0.5604 1.4179
O 0.9477 0.8344 -0.7841
O -0.1807 -1.2136 -0.1062
N 0.2564 -3.2248 1.3753
C 0.5291 -4.4674 0.7851
C 0.5435 -5.2677 1.8075
C 0.3461 -4.5741 3.1841
C 0.0438 -3.2721 2.7364
H 0.0592 -2.2972 0.7786
H 0.7169 -4.6432 -0.1993
H 0.6925 -6.3706 1.8689
H 0.5136 -4.8689 4.0693
H -0.0825 -2.3123 3.1776
N -3.3377 0.9247 -1.7119
C -4.2988 -0.0524 -1.4800
C -5.3325 0.0886 -2.2532
C -5.2215 1.5395 -2.9168
C -3.9490 1.8368 -2.6061
H -2.3830 1.0372 -1.2592
H -4.0363 -1.0093 -0.6901
H -6.1469 -0.8483 -2.4287
H -5.7505 2.0788 -3.6222
H -3.4010 2.7625 -3.0109
N -1.4924 -2.7536 -1.6374
C -2.0629 -2.2295 -2.7424
C -3.0064 -3.0370 -3.2363
C -3.1441 -4.2065 -2.2523
C -2.2384 -3.9120 -1.2858
H -0.7320 -2.3921 -0.8857
H -1.5360 -1.5521 -3.2584
H -3.6684 -2.7997 -4.1382
H -3.9673 -4.8966 -2.2711
H -1.8657 -4.3884 -0.2586
N -3.0409 0.3378 1.7715
C -4.4243 0.8664 1.7377
C -5.0501 0.0325 2.7423
C -4.1251 -0.9568 3.3199
C -2.9647 -0.8011 2.5594
H -2.4021 0.4303 0.9745
H -4.7691 1.6838 1.3182
H -5.9838 0.3888 3.1847
H -4.1564 -1.7538 4.0369
H -1.9247 -1.1720 2.7247
N 0.6796 0.8797 -3.3245
C -0.5268 1.3438 -3.9563
C -0.3151 1.3965 -5.2181
C 1.1237 0.8424 -5.4817
C 1.6780 0.6388 -4.2408
H 0.7671 0.7077 -2.3563
H -1.3666 1.6051 -3.2611
H -1.0741 1.5333 -5.9349
H 1.7069 0.5940 -6.4975
H 2.5257 0.1707 -3.8276
N -0.2406 0.6812 3.7781
C -1.2850 1.3280 4.3865
C -1.0799 1.1184 5.7078
C 0.2505 0.3844 5.9126
C 0.5271 0.0375 4.5734
H -0.1028 0.5948 2.5102
H -2.0031 1.9046 3.9385
H -1.6015 1.7418 6.6462
H 0.8918 0.0350 6.7615
H 1.3640 -0.3431 4.1522
N 3.2343 1.3803 -1.4928
C 4.4413 0.9237 -0.9470
C 5.4884 1.7862 -1.2674
C 4.7741 2.7555 -2.2481
C 3.4543 2.5398 -2.2789
H 2.2799 1.0088 -1.1701
H 4.4569 0.0743 -0.3989
H 6.4996 1.8496 -1.2195
H 5.1862 3.5404 -2.7292
H 2.6400 3.1545 -2.8421
N -1.2190 3.4544 0.0929
C -0.7440 4.3044 -0.8256
C -0.6636 5.5249 -0.2036
C -1.2369 5.3699 1.1227
C -1.6375 4.1511 1.2688
H -1.1770 2.3632 -0.0615
H -0.3012 4.1025 -1.8563
H -0.0546 6.1953 -0.6499
H -1.2718 6.0514 2.0653
H -2.0160 3.4637 2.1511
N 2.9688 0.2301 2.1705
C 3.3751 -0.9949 2.5934
C 4.5523 -0.7813 3.1605
C 4.9598 0.7157 2.7139
C 3.8672 1.2165 2.2476
H 1.9048 0.3065 1.8060
H 2.6025 -1.7879 2.7979
H 5.0402 -1.5629 3.8292
H 5.9595 1.1324 2.9588
H 3.7638 2.0891 1.8548
N 1.7440 -2.2557 -1.3477
C 2.9076 -2.5766 -0.7878
C 3.7166 -3.0378 -1.8926
C 2.8197 -3.2560 -3.1281
C 1.6433 -2.7551 -2.7021
H 0.9768 -1.8799 -0.7650
H 3.3473 -2.2627 0.1747
H 4.7129 -3.0868 -1.8897
H 3.0354 -3.8279 -4.0559
H 0.6104 -2.5129 -3.2106